(1)
This record from the OMol25 dataset describes a cluster of 2 separate species, C9H16NOS in total. The level of theory is the ωB97M-V functional and the def2-TZVPD basis.

```
28
Properties=species:S:1:pos:R:3:forces:R:3:mulliken_charge:R:1
C -2.163357 2.045180 -1.855508 0.0 0.3 -0.4 -0.590
C -2.016284 1.042928 -0.887684 0.3 -0.5 0.1 -0.706
C -1.406599 1.831539 -2.967811 0.1 -0.2 0.1 -0.448
C -1.154465 0.030775 -1.285103 0.0 0.5 -0.4 0.522
C 1.888310 -2.079607 1.047194 0.0 0.1 0.1 -1.385
C 2.138968 0.181828 -0.160655 -0.1 0.3 0.3 -1.326
C 0.526968 1.236056 1.924945 0.0 0.7 0.0 -0.806
C -0.777550 -1.132897 -0.606451 1.3 -0.3 0.8 -0.744
C 1.451012 -0.677762 0.827892 -1.3 -0.3 -0.9 1.170
N -1.436536 -1.413708 0.676144 0.2 0.3 -0.1 -0.112
O 0.687084 -0.175854 1.827309 0.5 -0.6 0.0 -0.502
S -0.484682 0.383431 -2.866078 -0.5 0.1 0.5 -0.081
H -2.816805 2.890739 -1.738049 -0.1 0.2 0.0 0.423
H -2.538671 1.060300 0.053603 -0.1 0.0 0.2 0.382
H -1.329996 2.433512 -3.849211 0.0 0.2 -0.2 0.482
H 1.977127 -2.616162 0.105910 0.0 0.0 -0.1 0.365
H 2.878824 -2.079628 1.508422 0.1 0.0 0.1 0.404
H 1.219416 -2.609879 1.720775 -0.1 -0.1 0.1 0.325
H 2.900633 0.805055 0.316196 0.1 0.0 0.0 0.380
H 1.450255 0.856110 -0.673588 0.0 0.0 0.0 0.336
H 2.624253 -0.440102 -0.905425 0.0 -0.1 0.0 0.329
H 1.489736 1.717604 2.100587 0.0 -0.1 0.0 0.346
H -0.121181 1.409382 2.780312 0.0 0.0 0.0 0.300
H 0.078655 1.647540 1.021353 0.0 -0.1 0.0 0.364
H -0.313620 -1.961062 -1.106286 -0.2 -0.3 0.1 0.487
H -1.522258 -2.418479 0.846014 -0.1 0.2 0.0 0.397
H -2.367049 -0.979268 0.688448 0.0 -0.3 0.1 0.373
H -0.862189 -0.987574 1.456746 -0.3 -0.1 -0.3 0.315
```
Positions in Å, forces in eV/Å.

The LUMO energy (alpha / beta) is -0.113 / -0.155 Eh. The HOMO-LUMO gap (alpha / beta) comes out at 7.58 / 6.01 eV. For the energy relative to the best compared isomer or geometry (same formula, charge and spin), the calculation gives 30.5 kcal/mol. Its HOMO energy (alpha / beta) is -10.7 / -10.2 eV. Its charge is +1.

***

(2)
This record from the OMol25 dataset describes the ion C9H16NOS2 with charge +1. The level of theory is the ωB97M-V functional and the def2-TZVPD basis.

```
29
Properties=species:S:1:pos:R:3:forces:R:3:mulliken_charge:R:1
S 3.911255 1.543969 -0.166725 0.0 0.3 -0.2 -0.178
C 3.858408 -0.235064 -0.523292 -0.3 -0.2 0.6 -0.931
C 2.415909 -0.730997 -0.696201 -0.1 0.2 0.0 -0.446
C 1.850144 -1.061197 0.668973 0.1 0.6 0.0 -0.546
N 0.367642 -1.159354 0.713470 0.9 0.0 0.4 0.245
C -0.257109 -1.412686 1.812754 -1.2 -0.1 -0.4 -0.049
S -1.982211 -1.366552 1.661350 0.4 0.5 0.5 -0.105
C -1.708026 -0.230166 0.217164 0.6 -1.2 -0.2 -0.093
C -2.898359 0.003496 -0.684656 0.1 1.0 -0.5 -0.665
C -3.119002 1.490510 -0.945245 -0.9 -0.6 1.0 0.044
C -3.026504 2.412360 0.186145 1.4 0.7 -1.2 -0.477
O -1.990608 2.274400 -0.856406 0.6 0.2 -0.1 -0.427
C -0.564739 -1.010513 -0.419189 -0.6 -0.6 0.3 -1.213
H 4.211934 1.511261 1.134648 0.1 -0.2 0.0 0.131
H 4.307335 -0.729579 0.334000 0.3 -0.2 -0.1 0.363
H 4.461274 -0.461977 -1.391360 0.1 0.1 -0.2 0.383
H 1.841713 0.098809 -1.099642 -0.1 0.0 -0.3 0.390
H 2.348004 -1.572871 -1.380348 0.1 -0.1 -0.1 0.371
H 2.113984 -0.223723 1.313774 -0.1 0.1 0.1 0.349
H 2.299665 -1.949437 1.102305 -0.2 -0.3 -0.1 0.341
H 0.216895 -1.604014 2.761950 0.3 -0.2 0.0 0.468
H -1.211921 0.629223 0.653660 -0.6 0.6 -0.1 0.582
H -3.835159 -0.385008 -0.302198 0.0 -0.4 0.0 0.388
H -2.656892 -0.400962 -1.665775 -0.3 -0.5 0.0 0.322
H -3.863705 1.724945 -1.693353 0.1 0.0 -0.4 0.454
H -3.374780 3.420679 0.039242 -0.8 0.0 0.7 0.328
H -2.643172 2.075062 1.133437 -0.4 0.1 0.4 0.189
H -0.153450 -0.614210 -1.335128 0.3 0.3 0.1 0.430
H -0.918526 -2.036404 -0.573353 0.0 0.0 -0.6 0.353
```
Positions in Å, forces in eV/Å.

The LUMO energy is -0.158 Eh. The HOMO-LUMO gap comes out at 7.89 eV. Its HOMO energy is -12.2 eV. Its charge is +1.

***

(3)
This record from the OMol25 dataset describes a cluster of 2 separate species, C9H16O2Si in total. The level of theory is the ωB97M-V functional and the def2-TZVPD basis.

```
28
Properties=species:S:1:pos:R:3:forces:R:3:mulliken_charge:R:1
C 0.751681 -2.681683 3.096539 0.4 -0.7 0.5 -0.260
C 0.221602 -1.963816 2.316397 -2.2 2.9 -2.4 -0.486
C -0.644594 -1.864021 -0.125832 -0.3 -2.0 -0.6 0.550
C 1.503644 -2.187351 -2.853304 -1.3 1.2 -1.7 -1.000
C -0.668156 1.502917 2.617562 1.6 0.6 -1.0 -1.164
C 1.016226 1.555575 -0.089479 -1.3 -0.4 1.2 -0.881
C -2.001849 2.051843 -0.097078 -0.9 -0.5 -2.3 -1.171
C 1.264329 -2.544025 -1.420839 -1.2 -2.0 0.8 -0.404
C -1.255573 -0.656652 0.558276 3.0 -1.2 1.3 -0.359
O -1.095431 -3.017983 -0.133506 0.5 2.9 -0.1 -0.604
O 0.490068 -1.497897 -0.776740 -0.1 -0.3 0.0 -0.128
Si -0.667665 1.175700 0.797497 1.4 -1.0 -0.9 0.338
H 1.154505 -3.474181 3.623225 0.7 -0.8 0.9 0.431
H 1.398326 -1.052344 -3.008421 0.6 -1.7 0.2 0.203
H 2.390655 -2.595216 -3.355959 0.1 0.3 0.7 0.352
H 0.680055 -2.636626 -3.442543 0.2 0.4 0.1 0.293
H -1.598456 1.658889 3.035118 -2.3 -0.3 0.9 0.440
H -0.047370 0.849026 3.195274 0.1 -0.7 0.2 0.355
H -0.229209 2.475735 2.762815 0.5 0.7 -0.2 0.361
H 0.892735 2.580357 -0.465975 0.6 -0.2 0.2 0.345
H 1.842478 1.373911 0.614586 -0.2 0.5 -0.3 0.296
H 1.140273 0.855388 -0.899235 0.0 -0.1 -0.4 0.183
H -2.144906 1.720848 -1.199066 0.1 -0.2 1.9 0.286
H -2.943963 2.052856 0.426445 -0.5 -0.4 0.1 0.359
H -1.844402 3.076357 -0.302094 0.7 1.5 0.3 0.427
H 2.173198 -2.729154 -0.862505 0.2 0.5 0.3 0.357
H 0.654757 -3.512944 -1.313802 0.9 1.5 -0.3 0.331
H -2.167384 -0.882700 1.031268 -1.3 -0.5 0.5 0.551
```
Positions in Å, forces in eV/Å.

The LUMO energy (alpha / beta) is -0.074 / -0.060 Eh. The HOMO-LUMO gap (alpha / beta) comes out at 7.73 / 8.29 eV. For the energy relative to the best compared isomer or geometry (same formula, charge and spin), the calculation gives 129.2 kcal/mol. Its HOMO energy (alpha / beta) is -9.7 / -9.9 eV.

***

(4)
This record from the OMol25 dataset describes a structure of composition C9H16O7S. The level of theory is the ωB97M-V functional and the def2-TZVPD basis.

```
33
Properties=species:S:1:pos:R:3:forces:R:3:mulliken_charge:R:1
C 4.871783 0.199170 0.761092 -0.3 0.1 -0.2 -1.250
C 3.844561 -0.705450 0.089174 0.1 -0.1 0.0 -0.188
C 3.009174 0.106320 -0.852173 0.6 0.9 -1.9 0.424
O 3.434925 0.490872 -1.933619 -0.9 -0.6 2.0 -0.556
O 1.748019 0.463790 -0.419018 0.4 -0.2 -0.1 -0.243
C 0.773101 -0.537539 -0.750403 0.2 0.1 -0.2 -0.603
C -0.539406 0.130456 -1.097089 0.0 0.1 0.4 -1.330
C -1.552794 0.273224 0.036049 0.6 0.7 -0.2 1.210
C -1.947818 -0.980667 0.755858 0.2 -0.6 -0.4 -1.112
C -2.795066 -1.938290 -0.055626 -0.4 -0.2 0.4 -0.719
O -3.965995 -1.345768 -0.590686 0.1 0.0 -0.4 -0.557
C -2.691995 1.155751 -0.459069 -1.1 0.3 0.1 -0.384
O -2.258910 2.508720 -0.260448 0.2 -0.1 0.4 -0.383
S -1.534214 2.544976 1.166362 -0.1 0.1 -0.5 1.140
O -2.479988 2.497223 2.218992 -0.5 0.0 0.3 -0.583
O -0.565480 3.567716 1.127113 0.4 0.2 0.0 -0.560
O -0.882940 1.114725 1.041732 0.3 -0.2 0.0 -0.284
H 4.368580 0.950177 1.353383 -0.1 0.2 0.3 0.335
H 5.535165 -0.369775 1.391119 0.2 -0.2 0.2 0.367
H 5.442816 0.704000 -0.005185 0.3 0.1 -0.1 0.324
H 3.252608 -1.224962 0.831117 -0.3 0.0 0.1 0.253
H 4.359031 -1.444924 -0.509121 0.2 -0.2 -0.2 0.317
H 0.698678 -1.254879 0.061331 0.0 -0.1 0.2 0.201
H 1.117233 -1.072192 -1.630012 0.1 -0.2 -0.2 0.499
H -0.292432 1.138540 -1.405679 0.0 0.3 -0.2 0.495
H -0.986039 -0.338899 -1.963404 -0.3 -0.3 -0.1 0.634
H -2.419935 -0.756162 1.701451 -0.3 0.3 0.2 0.375
H -1.033805 -1.507582 1.007103 0.2 -0.2 0.2 0.314
H -3.079673 -2.762596 0.593770 0.1 -0.3 0.1 0.404
H -2.246388 -2.384206 -0.872795 0.2 0.1 -0.4 0.372
H -4.612545 -1.266709 0.109918 -0.2 0.0 0.2 0.343
H -3.631268 1.002970 0.060845 0.0 0.0 0.4 0.369
H -2.938986 1.041973 -1.502079 0.3 -0.1 -0.4 0.377
```
Positions in Å, forces in eV/Å.

The LUMO energy is 0.013 Eh. The HOMO-LUMO gap comes out at 10.85 eV. For the energy relative to the best compared isomer or geometry (same formula, charge and spin), the calculation gives 0.0 kcal/mol. Its HOMO energy is -10.5 eV.

***

(5)
This record from the OMol25 dataset describes a structure of composition C9H16ORhS4. The level of theory is the ωB97M-V functional and the def2-TZVPD basis.

```
31
Properties=species:S:1:pos:R:3:forces:R:3:mulliken_charge:R:1
Rh -0.123503 -0.248495 -0.135952 -0.6 0.7 3.0 -0.039
C 1.857509 -0.263636 2.700124 -0.4 -0.2 0.0 -0.734
C 0.420468 -0.100224 3.161276 0.2 0.3 0.1 -0.484
S -0.722433 -1.144572 2.184426 0.3 0.7 -1.7 0.228
C -2.316089 -0.262403 2.406731 -0.4 0.1 0.1 -0.411
C -3.219976 -0.469321 1.203344 0.4 -0.2 0.1 -0.811
S -2.572430 0.287601 -0.330950 -0.1 -1.1 -0.4 0.101
C -3.036425 2.045381 -0.099524 0.3 0.4 -0.3 -0.712
C -1.881273 3.021070 -0.262385 0.0 0.1 0.2 -0.742
S -0.602217 2.795752 1.016889 0.2 -1.5 -0.5 0.193
C 0.839069 2.395561 -0.008647 0.0 0.4 -0.3 -1.066
C 2.057229 2.001953 0.818614 0.0 -0.1 -0.2 -0.529
S 2.153022 0.171567 0.956529 -0.4 -0.6 -0.7 0.121
H 2.190560 -1.301703 2.779736 0.1 0.0 0.0 0.448
H 2.521944 0.343372 3.318922 0.1 0.0 -0.1 0.502
H 0.088458 0.937145 3.095769 0.0 -0.1 0.0 0.237
H 0.349519 -0.421110 4.205276 -0.2 -0.1 0.0 0.508
H -2.116973 0.793616 2.603632 0.1 -0.2 0.0 0.288
H -2.807034 -0.691065 3.286453 0.2 -0.1 0.1 0.504
H -4.205986 -0.036564 1.390969 0.0 0.0 -0.1 0.488
H -3.361344 -1.530548 0.986895 -0.1 0.0 -0.1 0.475
H -3.533807 2.149796 0.864281 0.1 -0.1 0.1 0.456
H -3.776274 2.258892 -0.882416 0.1 -0.2 0.1 0.501
H -2.273307 4.038112 -0.136087 0.1 -0.1 -0.1 0.486
H -1.422975 2.944039 -1.250074 0.0 0.1 0.1 0.461
H 1.053176 3.263670 -0.643119 0.0 -0.3 -0.1 0.457
H 0.544453 1.528745 -0.695170 0.4 1.0 -0.5 0.752
H 2.081736 2.472712 1.802178 0.0 -0.1 0.1 0.432
H 2.975511 2.290607 0.298459 -0.1 -0.1 0.0 0.437
O 0.465423 -2.840554 -1.973483 -0.1 0.0 -0.1 0.035
C 0.238898 -1.941879 -1.361743 -0.2 1.3 1.3 0.416
```
Positions in Å, forces in eV/Å.

The LUMO energy (alpha / beta) is -0.540 / -0.547 Eh. The HOMO-LUMO gap (alpha / beta) comes out at 5.84 / 5.49 eV. Its HOMO energy (alpha / beta) is -20.5 / -20.4 eV. Its charge is +3.

***

(6)
This record from the OMol25 dataset describes the molecule C9H16Si2. The level of theory is the ωB97M-V functional and the def2-TZVPD basis.

```
27
Properties=species:S:1:pos:R:3:forces:R:3:mulliken_charge:R:1
C -1.988683 -0.166962 3.647767 -4.7 0.6 1.0 -0.016
C -2.801625 -0.377580 2.536558 2.8 -1.6 -2.8 -0.806
C -0.658816 -0.276589 3.684272 2.3 -0.5 -1.5 -0.812
C -2.054634 -0.797343 1.349990 -1.6 -0.2 0.2 -0.175
C 0.018507 -0.586383 2.520183 -2.0 -0.6 -2.2 -0.099
C -0.660844 -0.902407 1.295217 -0.2 1.3 1.2 0.072
C 2.006866 -2.025995 0.001346 0.3 2.3 -3.0 -1.207
C -0.936400 1.050388 -3.022493 -2.6 -1.0 1.7 -1.131
C 1.990243 0.600218 -2.886025 -2.9 2.3 1.9 -1.208
Si 0.192099 -1.236884 -0.395963 1.2 -2.0 2.1 0.382
Si 0.313776 0.646994 -1.706693 1.6 -1.3 -3.3 0.510
H -2.584394 0.068420 4.537356 0.6 0.0 0.1 0.279
H -3.890930 -0.420923 2.475474 0.4 0.3 0.5 0.360
H -0.079102 -0.190688 4.557064 0.3 0.4 1.2 0.409
H -2.601794 -1.173994 0.447127 0.2 0.7 0.8 0.240
H 1.039720 -0.690689 2.416720 2.2 0.0 0.6 0.479
H 2.806719 -1.191402 -0.042392 -1.1 -1.4 0.4 0.272
H 2.047630 -2.603675 0.877261 0.0 -0.4 1.4 0.431
H 2.289764 -2.728403 -0.835751 -0.4 0.8 0.6 0.331
H -0.995229 0.225690 -3.711415 0.3 -0.3 -0.5 0.332
H -2.004976 1.204468 -2.719433 0.8 -0.3 0.2 0.336
H -0.745976 1.948327 -3.507737 1.0 1.5 -1.1 0.379
H 2.048253 -0.360813 -3.272658 1.1 -1.8 -0.3 0.368
H 1.766354 1.269053 -3.721276 0.0 0.1 0.2 0.344
H 2.706570 1.079246 -2.227040 0.8 -0.7 -0.4 0.313
H -0.516244 -2.472965 -0.754293 -0.4 0.0 -0.7 -0.190
H 0.556399 1.578787 -0.722875 0.2 1.9 1.6 -0.194
```
Positions in Å, forces in eV/Å.

The LUMO energy is 0.030 Eh. The HOMO-LUMO gap comes out at 9.87 eV. The SMILES is C[SiH](C)[Si@@H](C)c1ccccc1. For the energy relative to the best compared isomer or geometry (same formula, charge and spin), the calculation gives 5.7 kcal/mol. Its HOMO energy is -9.0 eV.

***

(7)
This record from the OMol25 dataset describes a cluster of 3 separate species, C9H17Br4NO in total. The level of theory is the ωB97M-V functional and the def2-TZVPD basis.

```
32
Properties=species:S:1:pos:R:3:forces:R:3:mulliken_charge:R:1
C -0.682137 2.173219 4.257796 0.1 0.1 -0.1 -1.480
C 0.652211 1.618976 3.814137 0.5 -0.3 -0.2 0.371
C 0.684653 0.614705 2.652305 0.6 0.6 0.0 -0.227
C 2.211446 0.483841 2.476698 -0.2 -0.3 0.1 -0.527
C 2.720002 1.879590 2.830253 0.3 0.1 -0.1 0.324
O 3.862821 2.280554 2.767505 -0.4 -0.1 -0.1 -0.620
N 1.624467 2.602209 3.275928 -0.1 -0.2 0.5 -0.323
H -1.107428 2.830990 3.493816 0.0 -0.2 0.0 0.339
H -0.591836 2.745897 5.188320 0.0 -0.1 -0.2 0.402
H -1.367159 1.341612 4.451508 0.0 0.2 -0.1 0.327
H 1.164402 1.108152 4.649054 -0.5 0.1 0.2 0.239
H 0.349747 1.157560 1.760988 -0.5 -0.3 0.1 -0.048
H 0.125340 -0.305396 2.824881 0.1 0.1 -0.1 0.403
H 2.630575 -0.229924 3.198782 0.0 0.2 -0.1 0.224
H 2.543851 0.164100 1.488049 0.0 0.2 0.1 0.279
H 1.827758 3.430195 3.820437 0.1 -0.1 0.0 0.294
Br 0.865177 -1.862335 -0.309456 -0.1 0.0 0.0 -0.119
C -0.588162 -1.256875 -1.450383 0.2 0.0 0.0 -0.375
C -1.254631 -0.021113 -0.911369 -0.1 0.0 0.0 -0.564
Br -2.387732 -0.412530 0.620021 0.0 0.0 0.0 -0.149
H -1.278220 -2.090382 -1.538275 0.0 0.0 0.0 0.329
H -0.139907 -1.049334 -2.419181 0.0 0.0 0.0 0.133
H -1.912077 0.407691 -1.664541 0.0 0.0 0.0 0.364
H -0.537207 0.725312 -0.584862 0.0 0.0 0.0 0.383
Br 0.678876 -3.273194 -4.812999 -0.1 0.0 0.1 -0.112
C -1.196334 -2.972422 -5.226003 0.1 -0.1 0.0 -0.581
C -1.393404 -1.764960 -6.103175 -0.1 0.1 0.0 -0.554
Br -1.152055 -0.104906 -5.119109 0.0 0.0 0.0 -0.130
H -1.715037 -2.878755 -4.277181 0.0 0.0 0.0 0.311
H -1.536547 -3.869519 -5.737882 0.0 0.0 0.0 0.370
H -2.410576 -1.735554 -6.486592 0.0 0.0 0.0 0.351
H -0.690875 -1.737402 -6.929467 0.0 0.0 0.0 0.366
```
Positions in Å, forces in eV/Å.

The LUMO energy is 0.014 Eh. The HOMO-LUMO gap comes out at 9.69 eV. The SMILES is C[C@H]1CCC(=O)N1.BrCCBr.BrCCBr. Its HOMO energy is -9.3 eV.